C38H90BF2N3O24 | wB97M-V/def2-TZVPD

```
158
Properties=species:S:1:pos:R:3
C 2.32 -2.08 5.35
C 2.65 -0.56 5.17
C 2.68 -0.25 3.68
C 3.90 -0.33 3.05
N 4.05 -0.13 1.72
N 5.31 -0.24 1.16
C 6.11 0.95 1.33
O 6.38 1.49 2.35
F 6.60 1.43 0.18
C 5.96 -1.44 1.51
O 5.41 -2.49 1.46
F 7.25 -1.33 1.87
C 3.00 0.18 0.92
C 3.21 0.36 -0.59
C 3.74 -0.91 -1.36
C 4.91 -0.69 -2.13
C 5.46 -1.77 -2.84
C 4.90 -3.05 -2.80
C 3.74 -3.22 -2.03
C 3.14 -2.18 -1.30
C 1.90 -2.49 -0.47
C 1.73 0.33 1.53
C 0.54 0.75 0.61
O 0.06 1.85 0.91
O 0.17 0.04 -0.35
C 1.53 0.12 2.90
C 0.16 0.25 3.54
O 0.01 0.40 4.72
O -0.96 0.22 2.74
B -1.25 -1.09 2.32
O -0.45 -2.12 2.89
N -2.29 -1.41 1.40
C -2.64 -0.25 0.53
C -1.82 -2.49 0.47
H 1.57 -2.46 4.63
H 3.27 -2.64 5.16
H 2.05 -2.30 6.40
H 3.69 -0.44 5.53
H 2.03 0.11 5.76
H 4.77 -0.58 3.66
H 3.90 1.21 -0.73
H 2.26 0.63 -1.08
H 5.36 0.31 -2.17
H 6.37 -1.63 -3.44
H 5.33 -3.90 -3.33
H 3.28 -4.22 -1.96
H 1.96 -2.15 0.58
H 1.00 -2.14 -0.99
H 1.82 -3.60 -0.42
H 0.20 -2.43 2.25
H -3.62 -0.48 0.03
H -2.78 0.69 1.09
H -1.90 -0.16 -0.28
H -0.72 -2.44 0.35
H -2.17 -3.48 0.79
H -2.25 -2.31 -0.53
C -0.52 -0.37 -3.96
O -0.39 -1.26 -2.85
H -0.71 -0.96 -4.85
H -1.35 0.32 -3.80
H 0.41 0.20 -4.09
H -0.23 -0.71 -2.06
C 5.32 5.05 0.69
O 5.19 4.02 -0.29
H 4.35 5.52 0.84
H 5.67 4.63 1.63
H 6.03 5.80 0.33
H 6.06 3.63 -0.41
C -1.67 -5.36 4.28
O -0.50 -4.98 3.57
H -1.64 -6.44 4.43
H -1.71 -4.87 5.25
H -2.56 -5.11 3.70
H -0.55 -4.02 3.45
C 6.24 6.99 3.78
O 5.60 7.57 2.65
H 7.12 6.45 3.45
H 6.54 7.77 4.48
H 5.55 6.29 4.28
H 4.82 8.04 2.97
C 8.21 -4.48 0.36
O 7.53 -3.76 -0.66
H 9.07 -4.98 -0.09
H 8.56 -3.80 1.14
H 7.55 -5.23 0.80
H 6.77 -3.33 -0.27
C 5.97 7.33 -2.26
O 5.91 8.43 -3.17
H 5.12 6.68 -2.43
H 6.89 6.76 -2.43
H 5.95 7.70 -1.23
H 6.68 8.98 -3.00
C -1.62 3.43 4.29
O -0.49 3.52 5.16
H -2.02 4.43 4.14
H -1.31 3.03 3.32
H -2.38 2.79 4.73
H -0.15 2.63 5.27
C 10.00 5.50 1.86
O 9.36 6.08 0.73
H 10.88 4.96 1.52
H 10.30 6.28 2.56
H 9.32 4.80 2.35
H 8.58 6.55 1.05
C -6.00 -2.03 -2.15
O -5.38 -1.78 -0.89
H -5.72 -1.24 -2.85
H -5.67 -2.99 -2.54
H -7.09 -2.03 -2.03
H -5.64 -2.48 -0.30
C -7.77 -1.51 -5.11
O -8.73 -1.73 -4.08
H -6.86 -2.04 -4.86
H -8.16 -1.90 -6.06
H -7.57 -0.44 -5.21
H -9.54 -1.26 -4.33
C 2.12 7.38 -1.58
O 2.06 8.48 -2.49
H 1.26 6.74 -1.75
H 3.04 6.81 -1.75
H 2.10 7.76 -0.55
H 2.83 9.03 -2.32
C -8.09 -0.53 0.77
O -8.03 -1.48 1.83
H -8.20 -1.06 -0.17
H -8.94 0.14 0.91
H -7.16 0.05 0.75
H -7.93 -0.99 2.65
C -12.19 1.08 1.78
O -11.01 1.48 1.08
H -12.16 0.01 1.91
H -12.22 1.56 2.76
H -13.08 1.36 1.21
H -11.05 2.44 0.98
C -2.81 -2.93 -3.57
O -2.75 -1.77 -4.38
H -3.66 -3.54 -3.89
H -1.89 -3.51 -3.68
H -2.96 -2.64 -2.53
H -1.99 -1.26 -4.07
C -9.81 -4.74 -7.54
O -9.41 -3.60 -6.79
H -9.14 -4.85 -8.38
H -9.75 -5.64 -6.91
H -10.83 -4.62 -7.90
H -10.02 -3.51 -6.05
C -12.57 -1.74 -6.52
O -11.92 -1.50 -5.27
H -12.28 -0.96 -7.22
H -12.26 -2.71 -6.92
H -13.66 -1.72 -6.39
H -12.19 -2.20 -4.67
C 4.23 -5.19 3.67
O 4.51 -4.77 5.01
H 3.72 -4.38 3.15
H 5.16 -5.43 3.15
H 3.58 -6.07 3.69
H 4.95 -5.49 5.45
```

Calculated values
HOMO energy (eV): -8.9
Multiplicity: 1
Strongest force on any atom (eV/A): 2.34

Results of the Löwdin charge analysis, in e, for atoms 1 through 8: -0.048 -0.163 -0.089 0.058 0.047 0.128 -0.411 0.236

***

C30H33BF3N5O6S5SeW | wB97M-V/def2-TZVPD

```
85
Properties=species:S:1:pos:R:3
W 0.06 0.53 -0.59
F -4.74 -1.42 3.36
C -4.09 -1.16 2.23
F -4.74 -0.20 1.56
F -4.12 -2.27 1.47
C -2.66 -0.76 2.50
C -2.14 -0.70 3.77
C -0.81 -0.33 3.95
C -0.04 -0.01 2.85
N -0.55 -0.08 1.60
C -1.82 -0.45 1.43
S -2.12 -0.54 -0.27
H -2.76 -0.93 4.62
H -0.36 -0.29 4.93
H 0.99 0.30 2.94
O 0.94 -1.31 -0.32
S 0.43 -2.61 0.37
C 0.85 -3.84 -0.92
C 0.68 -3.28 -2.33
C -0.78 -3.13 -2.78
C -0.93 -2.28 -4.05
S -1.10 -0.49 -3.75
O -0.55 -0.42 -2.30
C -2.84 -0.29 -3.75
C -3.72 -1.17 -3.14
C -5.08 -0.92 -3.23
C -5.54 0.18 -3.95
C -4.65 1.04 -4.57
C -3.29 0.82 -4.47
C 1.66 -2.92 1.60
C 1.32 -3.80 2.61
C 2.26 -4.09 3.59
C 3.51 -3.47 3.54
C 3.82 -2.58 2.53
C 2.90 -2.29 1.53
H 0.18 -4.68 -0.72
H 1.88 -4.15 -0.73
H 1.19 -3.97 -3.00
H 1.20 -2.33 -2.40
H -1.39 -2.70 -1.97
H -1.20 -4.11 -2.99
H -1.81 -2.55 -4.62
H -0.06 -2.40 -4.70
H -3.37 -2.03 -2.59
H -5.78 -1.60 -2.76
H -6.60 0.36 -4.03
H -5.02 1.89 -5.13
H -2.58 1.49 -4.93
H 0.33 -4.26 2.65
H 2.02 -4.78 4.38
H 4.24 -3.69 4.31
H 4.80 -2.10 2.51
H 3.14 -1.61 0.73
C 0.62 3.58 2.57
N 1.31 3.85 1.32
C 1.48 5.14 0.75
C 2.41 4.93 -0.37
N 2.72 3.54 -0.37
B 3.85 2.92 -1.27
N 3.25 2.55 -2.68
C 3.41 3.31 -3.80
C 2.93 2.62 -4.86
N 2.46 1.42 -4.37
C 2.05 0.31 -5.20
C 2.66 1.40 -3.03
S 2.29 0.07 -1.98
C 2.00 2.97 0.57
S 1.96 1.25 0.90
H 0.42 4.54 3.05
H 1.25 2.99 3.23
H -0.32 3.06 2.39
H 1.34 6.01 1.37
H 3.13 5.61 -0.79
H 4.28 1.94 -0.75
H 4.65 3.80 -1.45
H 3.88 4.28 -3.76
H 2.90 2.85 -5.91
H 1.41 0.68 -6.00
H 1.51 -0.40 -4.59
H 2.93 -0.18 -5.63
O 0.38 2.10 -1.72
Se -1.11 3.03 -1.29
O 1.03 5.20 -0.60
O -0.87 2.08 0.22
O -2.22 2.20 -2.10
```

Calculated values
Net charge: +2
HOMO energy (eV): -13.3
Relative energy (zero: lowest compared OMol25 entry of this formula, charge and spin) (kJ/mol): 44.7
Multiplicity: 1
Strongest force on any atom (eV/A): 1.13

Results of the Löwdin charge analysis, in e, for atoms 1 through 8: 1.459 0.172 -0.602 0.160 0.141 -0.082 0.053 -0.003

***

C5H14N2S | wB97M-V/def2-TZVPD

```
22
Properties=species:S:1:pos:R:3
N 0.86 -1.90 -0.56
C 0.17 -0.64 -0.07
C 0.75 0.44 -1.02
C 0.39 0.31 -2.47
S -1.35 0.62 -2.98
C 0.64 -0.40 1.38
N -0.48 -0.30 2.34
C -1.06 1.06 2.29
H 0.95 -2.54 0.23
H 0.29 -2.47 -1.18
H -0.91 -0.71 -0.12
H 0.50 1.41 -0.56
H 1.83 0.35 -0.89
H 0.96 0.87 -3.19
H 0.45 -0.74 -2.80
H -1.47 1.94 -2.75
H 1.23 -1.22 1.79
H 1.09 0.60 1.38
H -1.22 -0.97 2.22
H -1.95 1.11 2.93
H -0.41 1.80 2.77
H -1.26 1.35 1.26
```

Calculated values
HOMO energy (eV): -8.7
Relative energy (zero: lowest compared OMol25 entry of this formula, charge and spin) (kJ/mol): 67.7
Multiplicity: 1
Strongest force on any atom (eV/A): 2.52

Results of the Löwdin charge analysis, in e, for atoms 1 through 8: 0.023 -0.367 -0.263 -0.549 0.668 -0.189 -0.133 -0.138

***

C4H6O | wB97M-V/def2-TZVPD

```
11
Properties=species:S:1:pos:R:3
C -1.19 -0.35 -0.05
C 0.18 0.18 0.91
C 1.34 -0.16 -0.05
O 0.68 0.53 -1.14
C -0.42 0.84 -0.31
H -2.18 -0.20 0.38
H -1.05 -1.22 -0.68
H -0.51 -0.57 1.43
H 1.49 -1.23 -0.21
H 2.33 0.31 0.09
H -0.86 1.83 -0.40
```

Calculated values
HOMO energy (eV): -8.6
Relative energy (zero: lowest compared OMol25 entry of this formula, charge and spin) (kJ/mol): 365.0
Multiplicity: 1
Strongest force on any atom (eV/A): 2.01

Results of the Löwdin charge analysis, in e, for atoms 1 through 8: -0.045 -0.058 -0.167 -0.086 -0.363 0.113 0.112 0.122

***

- The lowest strongest force on any atom belongs to which entry?
  C30H33BF3N5O6S5SeW

***

- strongest force on any atom of number 1 (C38H90BF2N3O24)?
  2.34 eV/A